# 1
{
  "formula": "C31H41F10N5PS2",
  "method": "ωB97M-V/def2-TZVPD",
  "homo_ev": -10.59,
  "charge": 1,
  "species": ["C", "C", "S", "C", "N", "C", "C", "F", "C", "C", "C", "F", "F", "C", "F", "F", "S", "F", "F", "F", "F", "F", "P", "C", "C", "H", "H", "H", "H", "H", "H", "H", "H", "H", "H", "H", "H", "H", "H", "H", "H", "H", "H", "H", "H", "H", "N", "C", "C", "C", "C", "C", "H", "H", "H", "H", "H", "N", "C", "C", "C", "C", "C", "H", "H", "H", "H", "H", "N", "C", "C", "C", "C", "C", "H", "H", "H", "H", "H", "N", "C", "C", "C", "C", "C", "H", "H", "H", "H", "H"],
  "positions_angstrom": [[2.14, 4.06, 1.42], [1.00, 5.16, 1.07], [-0.65, 4.67, 1.74], [-1.66, 4.16, 0.27], [-2.66, 3.05, 0.62], [-3.74, 3.15, -0.45], [-4.71, 1.89, -0.51], [-4.53, 1.16, -1.73], [-2.00, 1.71, 0.71], [-1.28, 1.21, -0.61], [-0.90, -0.35, -0.57], [-2.03, -1.09, -0.25], [-0.65, -0.65, -1.94], [0.44, -0.69, 0.19], [1.19, -1.56, -0.64], [1.25, 0.46, 0.29], [0.35, -1.48, 1.87], [1.27, -0.24, 2.52], [1.77, -2.30, 1.54], [-0.46, -2.81, 1.34], [-1.01, -0.67, 2.34], [0.38, -2.18, 3.37], [-3.32, 3.54, 2.27], [-5.18, 3.85, 2.19], [-3.07, 2.17, 3.53], [1.69, 3.06, 1.69], [2.87, 4.43, 2.20], [2.74, 3.93, 0.45], [1.35, 6.19, 1.42], [0.90, 5.19, -0.07], [-1.07, 3.94, -0.66], [-2.32, 5.07, 0.01], [-3.17, 3.15, -1.44], [-4.28, 4.15, -0.43], [-4.70, 1.23, 0.41], [-5.78, 2.31, -0.57], [-2.67, 0.88, 1.09], [-1.18, 1.82, 1.51], [-2.01, 1.29, -1.49], [-0.40, 1.86, -0.91], [-5.50, 4.55, 1.36], [-5.47, 4.36, 3.17], [-5.81, 2.90, 2.05], [-3.53, 2.42, 4.54], [-1.94, 2.09, 3.72], [-3.37, 1.13, 3.17], [5.24, -2.65, -0.17], [4.13, -2.34, -0.86], [4.05, -2.35, -2.24], [5.19, -2.71, -2.96], [6.34, -3.03, -2.27], [6.32, -3.00, -0.88], [3.27, -2.07, -0.25], [3.13, -2.09, -2.74], [5.17, -2.73, -4.04], [7.25, -3.32, -2.79], [7.20, -3.25, -0.30], [2.26, -6.28, -4.49], [1.70, -7.32, -3.86], [1.12, -7.24, -2.60], [1.12, -6.01, -1.96], [1.70, -4.92, -2.59], [2.25, -5.11, -3.85], [1.73, -8.26, -4.40], [0.68, -8.12, -2.14], [0.68, -5.91, -0.97], [1.72, -3.95, -2.12], [2.71, -4.28, -4.38], [-6.21, 4.57, -2.02], [-7.07, 5.34, -1.34], [-8.25, 5.83, -1.86], [-8.56, 5.51, -3.18], [-7.69, 4.72, -3.91], [-6.53, 4.27, -3.29], [-6.78, 5.56, -0.31], [-8.91, 6.44, -1.27], [-9.48, 5.88, -3.63], [-7.90, 4.45, -4.93], [-5.82, 3.65, -3.81], [6.88, -4.67, 5.25], [6.16, -3.99, 4.34], [6.46, -3.97, 2.99], [7.56, -4.68, 2.55], [8.32, -5.39, 3.47], [7.94, -5.36, 4.80], [5.31, -3.45, 4.74], [5.84, -3.40, 2.30], [7.83, -4.69, 1.50], [9.19, -5.96, 3.16], [8.49, -5.90, 5.55]],
  "lowdin_charge": [-0.155, -0.490, 0.805, -0.454, -0.441, -0.156, -0.137, -0.070, -0.190, -0.025, -0.329, 0.090, 0.067, -0.313, 0.052, 0.068, 0.968, -0.178, -0.168, -0.135, -0.166, -0.140, 0.953, -0.264, -0.260, 0.050, 0.080, 0.080, 0.087, 0.076, 0.112, 0.110, 0.149, 0.109, 0.124, 0.123, 0.114, 0.118, 0.135, 0.137, 0.029, 0.075, 0.062, 0.077, 0.057, 0.056, 0.066, -0.147, -0.089, -0.073, -0.060, -0.140, 0.068, 0.097, 0.109, 0.106, 0.093, 0.059, -0.148, -0.073, -0.078, -0.077, -0.155, 0.104, 0.103, 0.104, 0.074, 0.095, 0.038, -0.152, -0.060, -0.059, -0.056, -0.139, 0.087, 0.109, 0.115, 0.110, 0.107, 0.050, -0.157, -0.075, -0.083, -0.076, -0.156, 0.098, 0.075, 0.089, 0.101, 0.102]
}

# 2
{
  "formula": "C8H20Cl6O8P2",
  "method": "ωB97M-V/def2-TZVPD",
  "homo_ev": -10.69,
  "smiles": "COP(=O)(OC)OC.COP(=O)(OC)OC.ClC(Cl)Cl.ClC(Cl)Cl",
  "de_lowest_kj_mol": 61.9,
  "species": ["C", "O", "P", "O", "O", "C", "O", "C", "H", "H", "H", "H", "H", "H", "H", "H", "H", "C", "O", "P", "O", "O", "C", "O", "C", "H", "H", "H", "H", "H", "H", "H", "H", "H", "Cl", "C", "Cl", "Cl", "H", "Cl", "C", "Cl", "Cl", "H"],
  "positions_angstrom": [[10.24, -5.97, 21.65], [9.28, -5.81, 20.58], [9.72, -6.59, 19.23], [10.70, -7.63, 19.29], [10.18, -5.50, 18.21], [9.36, -4.34, 17.82], [8.31, -7.07, 18.65], [8.34, -7.96, 17.48], [11.11, -6.51, 21.27], [9.70, -6.63, 22.34], [10.49, -5.02, 22.15], [9.23, -3.74, 18.75], [8.38, -4.63, 17.45], [9.89, -3.86, 16.98], [9.28, -7.69, 16.95], [7.47, -7.77, 16.83], [8.39, -9.01, 17.79], [-3.62, -6.43, 18.06], [-2.50, -7.14, 18.56], [-1.03, -6.56, 18.38], [-0.08, -7.54, 18.89], [-1.13, -6.18, 16.85], [0.06, -6.12, 15.95], [-0.96, -5.15, 19.17], [-0.13, -5.11, 20.36], [-4.46, -7.06, 18.34], [-3.61, -6.41, 17.03], [-3.68, -5.37, 18.46], [0.35, -7.16, 15.73], [0.86, -5.55, 16.39], [-0.35, -5.63, 15.03], [0.66, -5.89, 20.28], [-0.71, -5.39, 21.23], [0.26, -4.09, 20.40], [2.74, -8.47, 13.38], [3.45, -6.86, 12.93], [4.85, -6.46, 13.96], [2.22, -5.64, 13.03], [3.77, -6.90, 11.89], [3.12, -4.87, 18.23], [4.28, -5.02, 16.91], [5.84, -5.61, 17.54], [4.48, -3.54, 16.03], [3.94, -5.81, 16.20]],
  "lowdin_charge": [-0.088, -0.218, 0.302, -0.204, -0.222, -0.049, -0.281, -0.075, 0.070, 0.093, 0.094, 0.102, 0.024, 0.096, 0.089, 0.054, 0.092, -0.100, -0.207, 0.349, -0.234, -0.234, -0.043, -0.232, -0.091, 0.091, 0.051, 0.112, 0.087, 0.043, 0.092, 0.071, 0.085, 0.086, 0.501, -1.495, 0.554, 0.562, 0.014, 0.562, -1.598, 0.585, 0.550, -0.042]
}

# 3
{
  "formula": "C23H17ClCuI2N3O4S4",
  "method": "ωB97M-V/def2-TZVPD",
  "homo_ev": [-4.81, -4.79],
  "charge": -1,
  "s2": 0.754,
  "multiplicity": 2,
  "species": ["Cu", "Cl", "C", "C", "C", "C", "O", "C", "C", "O", "C", "H", "H", "H", "H", "O", "C", "S", "C", "C", "S", "S", "S", "I", "I", "C", "C", "C", "C", "C", "N", "C", "O", "N", "C", "C", "C", "C", "N", "C", "C", "C", "H", "H", "H", "H", "H", "H", "H", "H", "H", "H", "H", "H", "H"],
  "positions_angstrom": [[-1.11, -0.19, 1.78], [-1.47, -7.21, 0.09], [-1.60, -5.59, 0.73], [-2.10, -5.41, 2.05], [-2.23, -4.17, 2.58], [-1.85, -2.99, 1.85], [-1.99, -1.85, 2.40], [-1.34, -3.20, 0.53], [-0.97, -2.13, -0.32], [-0.96, -0.91, -0.04], [-1.23, -4.51, -0.01], [-2.37, -6.28, 2.62], [-2.60, -4.02, 3.59], [-0.68, -2.39, -1.34], [-0.85, -4.65, -1.02], [2.45, 4.16, 5.40], [1.82, 3.29, 4.85], [0.08, 3.07, 5.02], [-0.04, 1.68, 3.96], [1.09, 1.20, 3.39], [1.23, -0.13, 2.28], [2.56, 2.06, 3.80], [-1.64, 1.02, 3.66], [-2.10, -0.49, 5.69], [-2.74, -2.20, 8.07], [0.71, -2.40, -3.09], [1.12, -0.95, -3.06], [1.55, -0.35, -1.88], [1.92, 0.99, -1.84], [1.83, 1.77, -2.98], [2.15, 3.15, -3.01], [2.36, 3.98, -1.93], [3.17, 4.89, -1.96], [1.62, 3.69, -0.80], [0.33, 3.14, -0.74], [-0.60, 3.18, -1.77], [-1.82, 2.56, -1.58], [-2.07, 1.90, -0.39], [-1.18, 1.85, 0.59], [-0.02, 2.47, 0.43], [1.40, 1.18, -4.17], [1.06, -0.16, -4.20], [0.93, -2.89, -2.14], [1.25, -2.94, -3.87], [-0.36, -2.51, -3.28], [1.61, -0.93, -0.97], [2.26, 1.41, -0.90], [2.61, 3.49, -3.84], [1.99, 4.10, 0.04], [-0.37, 3.68, -2.70], [-2.57, 2.58, -2.36], [-3.01, 1.38, -0.23], [0.69, 2.39, 1.25], [1.32, 1.78, -5.07], [0.73, -0.60, -5.14]],
  "lowdin_charge": [0.216, 0.620, -0.674, -0.090, 0.019, -0.327, -0.133, -0.116, -0.169, -0.080, -0.074, 0.106, 0.125, 0.083, 0.111, -0.075, -1.026, 0.953, -1.109, -1.176, 0.571, 0.948, 0.344, 0.233, -0.366, -0.069, -0.268, -0.022, -0.007, -0.251, 0.129, -0.535, 0.070, 0.134, -0.226, -0.002, -0.039, -0.130, 0.037, -0.072, -0.031, -0.047, 0.069, 0.084, 0.083, 0.108, 0.115, 0.147, 0.160, 0.120, 0.106, 0.116, 0.086, 0.109, 0.111]
}